(1)
The following is a quantum chemistry calculation of one molecule with the formula C2H3NO2S, from the Open Molecules 2025 dataset.

Last column: Mulliken charge in e.
Positions of all 9 atoms, in Å:
C -0.30 0.89 0.08  0.02
C -1.31 -0.22 -0.15  0.61
H 3.03 0.05 -0.06  0.19
H -0.77 1.86 0.28  0.36
H -0.10 -1.53 0.61  0.31
N 0.98 0.88 0.04  -0.39
O -0.97 -1.47 0.16  -0.42
O -2.39 0.06 -0.59  -0.51
S 1.84 -0.53 -0.38  -0.16

frontier orbital gap	9.810	eV
multiplicity	1
SMILES	O=C(O)/C=N\S
HOMO energy	-9.9	eV
LUMO	-0.10	eV

---

(2)
The following is a quantum chemistry calculation of a 2-piece molecular cluster, C2H3NO2S overall, from the Open Molecules 2025 dataset.

Last column: Mulliken charge in e.
Positions of all 9 atoms, in Å:
C -1.53 -0.01 -0.63  -0.62
C -1.00 1.21 -0.25  -0.10
N 2.24 -1.19 0.90  0.78
O 1.77 -1.10 -0.15  -0.35
O 3.25 -1.43 1.44  -0.43
S -0.19 1.52 1.18  -0.17
H -1.93 -0.21 -1.54  0.32
H -1.64 -0.82 0.04  0.29
H -0.98 2.03 -1.00  0.28

frontier orbital gap (alpha / beta)	6.837 / 8.326	eV
multiplicity	1
HOMO energy (alpha / beta)	-8.9 / -9.2	eV
LUMO (alpha / beta)	-2.04 / -0.86	eV

---

(3)
The following is a quantum chemistry calculation of one molecule with the formula C2H3NO2S, from the Open Molecules 2025 dataset.

Last column: Mulliken charge in e.
Positions of all 9 atoms, in Å:
C 0.57 2.32 0.02  0.32
C -0.23 1.46 0.09  -0.66
N -0.46 -1.20 0.04  -0.56
O -2.05 0.28 -1.26  -0.58
O -2.21 0.21 1.18  -0.56
S -1.40 0.18 0.01  1.12
H 1.32 3.20 -0.05  0.34
H -0.70 -1.65 -0.81  0.31
H 0.46 -0.97 0.12  0.28

frontier orbital gap	11.678	eV
multiplicity	1
SMILES	C#CS(N)(=O)=O
HOMO energy	-11.1	eV
LUMO	0.63	eV

---

(4)
The following is a quantum chemistry calculation of one molecule with the formula C2H3NO2S, from the Open Molecules 2025 dataset.

Last column: Mulliken charge in e.
Positions of all 9 atoms, in Å:
C 0.41 0.82 0.20  -0.32
C -0.96 0.29 0.12  0.65
H 2.41 -1.33 -0.32  0.37
H 0.53 1.80 0.55  0.41
H -2.08 -1.05 -0.31  0.33
N 1.55 0.25 -0.05  -0.40
O 1.49 -1.06 -0.37  -0.33
O -1.12 -0.96 -0.26  -0.38
S -2.24 1.24 0.44  -0.34

frontier orbital gap	8.661	eV
multiplicity	1
SMILES	O/N=C\C(O)=S
HOMO energy	-9.3	eV
LUMO	-0.66	eV

---

It is (1) that is the most stable of them.

---

(1)
The following is a quantum chemistry calculation of a 2-piece molecular cluster, C2H3NO2S overall, from the Open Molecules 2025 dataset.

Last column: Mulliken charge in e.
Positions of all 9 atoms, in Å:
C -0.44 -0.17 -0.81  0.16
C -1.07 0.38 0.36  -0.63
N 0.09 -0.99 -1.44  0.48
O 0.53 -1.74 -2.28  -0.66
O 1.89 0.82 1.76  -0.35
S 2.44 0.30 0.49  0.31
H -1.70 -0.53 0.67  0.21
H -0.26 0.65 0.99  0.16
H -1.49 1.28 0.26  0.32

frontier orbital gap (alpha / beta)	7.671 / 7.415	eV
multiplicity	1
SMILES	CC#[N+][O-].O=S
HOMO energy (alpha / beta)	-9.4 / -9.1	eV
LUMO (alpha / beta)	-1.73 / -1.72	eV

---

(2)
The following is a quantum chemistry calculation of a 2-piece molecular cluster, C2H3NO2S overall, from the Open Molecules 2025 dataset.

Last column: Mulliken charge in e.
Positions of all 9 atoms, in Å:
C 1.72 -0.25 0.64  0.02
C -1.58 0.17 -0.21  -0.37
N 1.40 -0.30 -0.45  -0.25
O -1.30 1.65 0.18  -0.22
O -0.36 1.29 -2.23  -0.45
S -1.67 1.39 -1.33  0.44
H 2.15 -0.24 1.64  0.26
H -2.55 -0.24 0.28  0.19
H -0.05 0.39 -2.56  0.39

frontier orbital gap	8.663	eV
multiplicity	1
HOMO energy	-8.0	eV
LUMO	0.65	eV

---

(3)
The following is a quantum chemistry calculation of one molecule with the formula C2H3NO2S, from the Open Molecules 2025 dataset.

Last column: Mulliken charge in e.
Positions of all 9 atoms, in Å:
C -0.44 -0.81 -0.11  0.03
C -0.04 1.49 1.55  0.09
H 0.66 -1.10 -2.79  0.42
H -0.28 -1.88 0.24  0.38
H 0.87 1.48 0.97  0.31
N 0.07 -0.45 -1.23  -0.36
O 0.67 -1.49 -1.77  -0.36
O -0.35 2.65 1.94  -0.44
S -1.17 0.11 1.20  -0.08

frontier orbital gap	9.593	eV
multiplicity	1
SMILES	O=CS/C=N/O
HOMO energy	-9.7	eV
LUMO	-0.10	eV

---

(4)
The following is a quantum chemistry calculation of one molecule with the formula C2H3NO2S, from the Open Molecules 2025 dataset.

Last column: Mulliken charge in e.
Positions of all 9 atoms, in Å:
C -0.17 -0.04 -0.83  0.45
C -1.18 0.71 0.03  -0.08
H 1.11 -0.45 1.71  0.34
H 1.51 -1.19 -0.72  0.29
H -1.80 1.49 -0.48  0.32
N 0.80 -0.77 -0.08  -0.14
O 1.44 -0.07 0.85  -0.40
O -0.34 -0.14 -2.05  -0.54
S -1.38 0.46 1.57  -0.24

frontier orbital gap	7.940	eV
multiplicity	1
SMILES	O=C(C=S)NO
HOMO energy	-9.3	eV
LUMO	-1.35	eV

---

It is (4) that is the most stable of them.